# 1
ORCA calculation (wB97M-V/def2-TZVPD) on a 10-piece molecular cluster, C14H40N4O18 overall.

Values from the calculation:
- F_max: 5.72 eV/A
- <S²>: 0.7533
- LUMO (spin up / spin down): 2.24 / 2.24 eV
- Frontier orbital gap (spin up / spin down): 3.33 / 7.05 eV

The geometry in ORCA input format:
```
! RIJCOSX wB97M-V def2-TZVPD def2/J DEFGRID3
* xyz -1 2
C -4.04658 2.21875 -0.54410
O -4.19350 3.48526 -0.00581
H -3.49042 2.28088 -1.47947
H -3.40904 1.67243 0.15102
H -5.03759 1.78500 -0.67772
H -4.47289 4.10620 -0.68254
C -2.56203 -3.97320 1.16680
O -2.34071 -4.82649 2.28399
H -3.51342 -4.24870 0.71177
H -2.59589 -2.91368 1.42053
H -1.79538 -4.26252 0.44802
H -2.57497 -5.72192 2.02919
C 0.48912 -3.42673 3.98686
O -0.92947 -3.72926 4.20741
H 0.78762 -3.76401 2.99427
H 0.70755 -2.36238 4.07383
H 1.00126 -3.87135 4.84016
H -1.24647 -4.11389 3.38694
C -0.74253 3.73959 1.24068
O -1.96793 4.38339 1.68959
H -0.46638 3.97966 0.21394
H 0.08470 4.07099 1.86834
H -0.87391 2.65768 1.25863
H -2.74080 4.23558 1.13965
C -0.13745 -0.94859 1.54048
N -0.88427 -0.84453 0.28062
O -1.16662 -1.86212 -0.36788
O -1.20228 0.26955 -0.03576
H 0.58303 -0.14193 1.67580
H 0.37912 -1.90647 1.47950
H -0.77807 -0.80877 2.41120
C 4.13873 -3.51217 1.99396
N 3.82493 -2.23536 2.65018
O 2.75995 -1.74091 2.40198
O 4.73731 -1.66492 3.25289
H 5.08169 -3.90672 2.37245
H 4.24454 -3.19239 0.95731
H 3.31935 -4.19081 2.23096
C 0.55616 -4.22435 -1.65862
N 1.20518 -3.79284 -0.45041
O 1.21779 -4.47628 0.54948
O 1.84916 -2.73467 -0.53874
H 0.96338 -5.21991 -1.83504
H 0.85629 -3.53814 -2.45054
H -0.53145 -4.27564 -1.60773
C 3.22507 1.21965 4.30349
N 1.70987 1.28118 4.11594
O 1.05900 0.39717 4.63829
O 1.26080 2.09196 3.35595
H 3.75506 1.76235 3.52075
H 3.53041 0.17502 4.36356
H 3.38864 1.78357 5.22183
C -0.01803 7.48442 -3.79607
O -0.12258 6.32799 -3.00682
C -0.70175 5.20117 -3.43505
O -1.13829 5.04885 -4.60833
O -0.76645 4.29980 -2.50926
C -1.22495 3.00939 -2.83112
H 0.93536 7.98947 -3.64090
H -0.81541 8.17817 -3.52960
H -0.14273 7.35064 -4.87062
H -1.45754 2.48161 -1.90621
H -0.53075 2.31813 -3.30898
H -2.11524 2.95935 -3.45800
C -1.83704 -1.45122 -3.44036
O -0.79861 -0.60983 -2.96294
C 0.48131 -0.72314 -3.37941
O 0.88017 -1.55624 -4.19250
O 1.20789 0.28589 -2.85702
C 2.63027 0.30007 -2.91182
H -2.69908 -1.26479 -2.79986
H -1.62712 -2.52000 -3.48199
H -2.16124 -1.21504 -4.45387
H 2.90486 1.35235 -2.83826
H 3.02756 -0.18137 -3.80540
H 3.07396 -0.23017 -2.06916
*
```

Mulliken atomic charge list, values in e, 2 entries: atom 1 (C): -0.157, atom 2 (O): -0.541



# 2
ORCA calculation (wB97M-V/def2-TZVPD) on a 2-piece molecular cluster, C5H8 overall.

Values from the calculation:
- F_max: 6.43 eV/A
- LUMO: 1.23 eV
- Frontier orbital gap: 9.89 eV

The geometry in ORCA input format:
```
! RIJCOSX wB97M-V def2-TZVPD def2/J DEFGRID3
* xyz 0 1
C -2.07286 0.19088 -0.12627
C -1.38823 -0.94127 -0.18122
C -0.74528 0.20754 0.49893
C 2.10818 -0.36604 0.02702
C 0.28112 0.83829 -0.29209
H -3.06034 0.56821 -0.16532
H -1.41237 -2.02345 -0.29911
H -0.65195 0.32554 1.57883
H 1.55601 -1.36170 -0.10362
H 2.30429 -0.19831 1.01646
H 2.78104 0.08550 -0.60150
H 0.01005 0.74225 -1.31651
H 0.29036 1.93256 -0.03559
*
```

Mulliken atomic charge list, values in e, 2 entries: atom 1 (C): -0.506, atom 2 (C): -0.164



# 3
ORCA calculation (wB97M-V/def2-TZVPD) on one molecule with the formula C15H14N4O8S.

Values from the calculation:
- F_max: 1.59 eV/A
- SMILES string: COc1cc(/C=N/NS(=O)(=O)c2ccc(C)c([N+](=O)[O-])c2)cc([N+](=O)[O-])c1O
- LUMO: -0.88 eV
- Frontier orbital gap: 7.81 eV

The geometry in ORCA input format:
```
! RIJCOSX wB97M-V def2-TZVPD def2/J DEFGRID3
* xyz 0 1
C 3.15536 3.45531 -1.83477
O 2.29752 3.82714 -0.77868
C 1.18013 3.07230 -0.55865
C 0.79254 1.97439 -1.29132
C -0.37935 1.27541 -0.96169
C -0.77397 0.09047 -1.69309
N 0.01999 -0.44664 -2.53389
N -0.30206 -1.59399 -3.13868
S -1.42682 -2.72438 -2.54989
O -2.76059 -2.25155 -2.74483
O -1.02463 -3.96060 -3.14203
C -1.09177 -2.71616 -0.78128
C -2.14984 -2.59653 0.10449
C -1.89711 -2.49359 1.45826
C -0.59631 -2.49552 1.96591
C -0.38169 -2.34009 3.43066
C 0.44999 -2.62448 1.04245
N 1.83986 -2.61278 1.44077
O 2.64720 -2.29874 0.59210
O 2.11969 -2.91185 2.57865
C 0.20368 -2.73757 -0.32431
C -1.13540 1.69531 0.11845
C -0.74513 2.80155 0.87013
N -1.55795 3.16683 2.00212
O -1.48530 4.29029 2.43636
O -2.28171 2.29778 2.44958
C 0.40897 3.51719 0.54659
O 0.81783 4.56519 1.26519
H 2.64223 3.50904 -2.79848
H 3.97077 4.17601 -1.81560
H 3.55258 2.44803 -1.68473
H 1.36610 1.61576 -2.12861
H -1.74790 -0.32993 -1.44920
H 0.45507 -2.00114 -3.66812
H -3.15392 -2.56845 -0.28904
H -2.72175 -2.39090 2.14662
H -0.03594 -3.27947 3.86067
H 0.38706 -1.59996 3.64364
H -1.30573 -2.04513 3.91957
H 1.03600 -2.83350 -1.00458
H -2.03500 1.17384 0.40664
H 1.64733 4.90115 0.89261
*
```

Mulliken atomic charge list, values in e, 2 entries: atom 1 (C): -0.884, atom 2 (O): -0.516



# 4
ORCA calculation (wB97M-V/def2-TZVPD) on one molecule with the formula C4H9NO.

Values from the calculation:
- F_max: 0.94 eV/A
- LUMO: 0.67 eV
- Frontier orbital gap: 8.96 eV

The geometry in ORCA input format:
```
! RIJCOSX wB97M-V def2-TZVPD def2/J DEFGRID3
* xyz 0 1
C 0.84095 1.09422 -1.14916
C -0.65622 0.98018 -1.22714
N -1.07149 -0.23221 -0.70767
C -0.84447 0.01474 0.74125
C 0.37383 -0.73774 1.30941
O 0.81819 -1.78150 0.48006
H 1.41320 0.23044 -0.77904
H 1.02160 1.19634 -2.22908
H 1.21318 2.03043 -0.71400
H -0.71957 1.10789 0.83713
H -2.06233 -0.38839 -0.88004
H -1.77888 -0.20130 1.26007
H 0.09805 -1.15472 2.28406
H 1.18549 -0.01518 1.47787
H 0.31771 -1.69801 -0.34917
*
```

Mulliken atomic charge list, values in e, 2 entries: atom 1 (C): -0.541, atom 2 (C): -0.527



Energy above the lowest of the compared OMol25 structures with the same formula, charge and spin list, top to bottom, in kJ/mol: 0.0; 503.8; 0.0; 436.2